No. 1
Molecular formula: C4H8O
Method: DFT, ωB97M-V/def2-TZVPD

```
13
Properties=species:S:1:pos:R:3:nbo_charge:R:1
O -0.384 -1.238 -0.305 -0.54
C 1.667 -0.232 0.226 -0.63
C 0.418 -0.041 -0.636 0.10
C -1.492 -0.461 0.210 -0.07
C -0.731 0.900 -0.082 -0.46
H -1.731 -0.792 1.298 0.17
H 0.664 0.176 -1.643 0.18
H 2.424 0.549 0.032 0.20
H -2.456 -0.732 -0.395 0.18
H 1.322 -0.024 1.254 0.21
H 2.133 -1.232 0.071 0.23
H -0.484 1.579 0.768 0.21
H -1.349 1.549 -0.796 0.22
```

- strongest force on any atom (eV/Å) = 2.64
- SMILES = C[C@@H]1CCO1
- relative energy (zero: lowest compared OMol25 entry of this formula, charge and spin) (eV) = 1.753
- lowest unoccupied orbital energy (eV) = 1.2
- total energy (eV) = -6323.4151
- Kohn-Sham gap (eV) = 10.63
- E_HOMO (eV) = -9.47

No. 2
Molecular formula: C56H55BiGe2N2O4SSi
Method: DFT, ωB97M-V/def2-TZVPD

```
122
Properties=species:S:1:pos:R:3:lowdin_charge:R:1
Bi -0.241 0.846 1.413 1.60
Ge -1.203 -4.111 0.492 1.02
Ge 0.463 0.667 -2.130 0.88
S -5.522 0.153 0.810 0.34
Si 2.615 3.134 4.228 0.49
O 1.887 0.918 1.119 -0.55
O 0.485 -1.247 2.523 -0.29
O -0.276 4.256 1.420 -0.02
O 1.506 -2.850 3.683 -0.01
N -2.912 -0.116 1.762 -0.05
N 2.083 3.713 2.595 0.02
C 0.176 6.621 1.523 0.00
C -0.665 0.752 -0.633 -0.56
C 2.970 -2.608 -3.322 -0.12
C 0.337 -3.001 0.225 -0.25
C 1.461 -3.008 1.294 -0.17
C 1.925 -1.718 -3.262 -0.12
C 3.224 4.609 -2.462 -0.13
C 0.039 0.450 -5.082 -0.10
C -0.558 0.594 -3.776 -0.26
C 1.096 -2.377 2.629 -0.70
C -2.382 -4.026 2.001 -0.27
C -4.378 -4.991 2.991 -0.13
C -2.123 0.505 -6.077 -0.12
C -1.263 -6.894 -0.528 -0.10
C 2.328 1.361 4.447 -0.17
C -3.352 -5.024 2.054 -0.12
C -2.522 4.108 -1.986 -0.10
C -3.599 -2.851 3.717 -0.07
C -3.793 -3.081 -3.358 -0.10
C 3.820 -2.651 -2.247 -0.13
C 1.769 -0.829 -2.195 -0.25
C -0.860 -8.235 -0.562 -0.10
C 0.562 5.308 1.717 -0.19
C -4.385 -2.963 -2.096 -0.08
C -0.752 -6.059 0.465 -0.26
C -3.631 -3.316 -0.998 -0.08
C 2.662 -0.923 -1.133 -0.14
C -4.562 -3.891 3.774 -0.10
C 1.800 5.006 2.335 -0.30
C -2.509 -3.635 -3.516 -0.09
C -0.745 0.395 -6.240 -0.10
C 2.161 4.439 -3.322 -0.13
C -2.735 0.674 -4.845 -0.09
C 3.681 -1.849 -1.151 -0.11
C -0.985 4.327 0.236 -0.29
C 0.507 -7.844 1.403 -0.12
C 1.716 2.261 -2.291 -0.21
C 0.103 -6.543 1.417 -0.13
C -4.009 -0.015 1.390 -1.06
C 1.118 7.667 1.786 -0.12
C 4.472 3.555 4.560 -0.19
C -2.978 3.553 -0.800 -0.07
C -1.287 4.742 -2.069 -0.10
C 2.630 6.029 2.691 -0.04
C -0.477 4.813 -0.972 -0.01
C 0.052 -8.665 0.393 -0.13
C 2.301 7.370 2.347 -0.12
C 2.770 2.487 -1.419 -0.12
C -2.493 -2.968 2.889 -0.10
C 1.627 4.091 5.505 -0.16
C -2.333 -3.843 -1.092 -0.26
C -1.824 -4.016 -2.363 -0.14
C -1.924 0.684 -3.747 -0.13
C -2.208 3.735 0.349 -0.04
C 1.422 3.281 -3.220 -0.14
C 3.545 3.604 -1.548 -0.11
H 1.989 5.282 -4.014 0.10
H -2.767 0.403 -6.942 0.09
H 2.974 8.163 2.613 0.09
H -3.334 -5.821 1.309 0.10
H 0.540 5.149 -1.001 0.11
H 1.112 0.412 -5.132 0.09
H -3.683 -1.981 4.328 0.09
H -1.688 0.701 -0.919 -0.10
H 2.215 1.251 5.538 0.05
H -2.002 -6.502 -1.245 0.10
H 2.187 0.345 1.873 -0.02
H 0.665 -3.210 -0.806 0.07
H -5.429 -3.848 4.457 0.10
H -2.410 0.660 -2.769 0.09
H 4.459 -1.900 -0.383 0.11
H -5.139 -5.752 2.940 0.09
H 2.446 -0.292 -0.229 0.07
H -0.047 -1.961 0.153 0.04
H -2.065 -3.795 -4.487 0.09
H -3.799 0.756 -4.805 0.10
H -3.120 3.967 -2.884 0.10
H 4.649 -3.384 -2.265 0.10
H 1.956 -4.036 1.400 0.12
H 4.420 3.744 -0.920 0.10
H -5.372 -2.585 -1.993 0.09
H 3.090 -3.288 -4.132 0.08
H 1.293 -1.666 -4.182 0.09
H -1.225 -8.880 -1.354 0.09
H 3.833 5.523 -2.412 0.10
H 0.929 8.666 1.443 0.09
H -3.944 3.061 -0.784 0.10
H -2.521 3.272 1.304 0.13
H -1.763 -2.174 2.880 0.07
H 1.366 1.042 4.017 0.01
H 3.075 0.673 4.131 0.03
H 0.597 -5.869 2.153 0.12
H 3.074 1.706 -0.735 0.07
H 2.106 4.031 6.495 0.03
H 3.467 5.842 3.356 0.08
H 4.744 3.094 5.538 0.02
H 4.724 4.660 4.637 0.03
H -4.097 -3.200 -0.054 0.09
H 1.657 5.129 5.178 0.02
H -0.809 -4.442 -2.570 0.11
H 1.893 2.983 1.966 0.02
H -0.329 0.370 -7.254 0.09
H -0.817 6.967 1.238 0.12
H 1.232 -8.173 2.166 0.11
H 5.123 3.096 3.811 0.02
H 0.494 -9.663 0.275 0.09
H -0.972 5.173 -3.000 0.10
H 0.627 3.737 5.563 0.02
H 0.565 3.088 -3.880 0.09
H 2.268 -2.401 0.887 0.07
H -4.265 -2.682 -4.239 0.08
```

- strongest force on any atom (eV/Å) = 4.06
- relative energy (zero: lowest compared OMol25 entry of this formula, charge and spin) (eV) = 0.523
- total charge = -2
- lowest unoccupied orbital energy (eV) = 4.0
- total energy (eV) = -207721.3463
- Kohn-Sham gap (eV) = 6.21
- E_HOMO (eV) = -2.23

No. 3
Molecular formula: C4H14N2O
Method: DFT, ωB97M-V/def2-TZVPD

```
21
Properties=species:S:1:pos:R:3:nbo_charge:R:1
O -2.134 0.685 1.986 -0.94
N 0.577 2.154 -1.563 -0.84
N -0.162 0.053 -0.643 -0.68
C 0.227 -2.489 -0.750 -0.63
C 1.106 -1.085 1.264 -0.64
C 0.764 -1.015 -0.359 -0.01
C -0.046 1.457 -0.407 -0.05
H 0.889 -3.381 -0.441 0.23
H 1.576 -2.145 1.442 0.22
H 1.556 -0.194 1.641 0.21
H -1.203 0.590 1.610 0.47
H 0.905 3.023 -1.115 0.35
H 0.060 -1.066 1.649 0.20
H -0.482 -0.167 -1.544 0.37
H -2.066 1.468 2.570 0.46
H 1.796 -0.897 -0.827 0.16
H -0.132 2.365 -2.235 0.35
H -0.101 -2.703 -1.945 0.20
H -0.739 -2.533 -0.253 0.21
H -0.945 1.990 0.059 0.18
H 0.754 1.516 0.453 0.17
```

- strongest force on any atom (eV/Å) = 4.16
- SMILES = CC(C)NCN.O
- relative energy (zero: lowest compared OMol25 entry of this formula, charge and spin) (eV) = 2.855
- lowest unoccupied orbital energy (eV) = 0.8
- total energy (eV) = -9400.7514
- Kohn-Sham gap (eV) = 9.53
- E_HOMO (eV) = -8.77